# 1
Density functional theory data (wB97M-V/def2-TZVPD) for a single C22H17N3O4 molecule.

```
46
Properties=species:S:1:pos:R:3:forces:R:3:lowdin_charge:R:1
C -3.256357 -2.207171 -0.831152 -0.1 -0.2 -0.1 -0.0601
O -2.866687 -1.028541 -0.165343 0.4 0.3 0.2 -0.0821
C -1.586969 -0.588418 -0.306600 -0.1 0.2 0.2 -0.2032
C -0.624660 -1.175681 -1.111701 0.0 0.0 0.0 0.0465
C 0.677733 -0.671719 -1.174627 -0.3 0.4 0.4 -0.2119
C 1.633020 -1.332672 -2.048073 0.6 -0.2 -0.2 0.0268
C 2.968089 -1.420894 -1.876974 -1.0 0.2 0.3 -0.1862
C 3.732496 -2.023467 -2.905037 0.1 -0.3 -0.5 -0.1992
N 4.360486 -2.504874 -3.735365 0.2 -0.1 -0.3 0.1745
C 3.746778 -1.000969 -0.701095 0.3 0.1 0.4 -0.2137
C 3.309319 -1.298224 0.588116 0.1 -0.1 -0.1 -0.0291
C 4.065813 -0.928405 1.680796 0.0 0.0 0.0 -0.0302
C 5.274548 -0.257009 1.522870 0.0 0.0 -0.1 -0.2750
C 6.093615 0.123644 2.716476 0.0 -0.1 0.0 -0.0498
C 5.713050 0.023042 0.234765 0.0 0.0 0.1 -0.0328
C 4.967108 -0.351577 -0.866610 -0.2 0.0 0.0 -0.0177
C 0.999997 0.468666 -0.441213 -0.1 -0.1 -0.2 -0.0229
C 0.045467 1.074327 0.351147 -0.4 0.0 0.1 0.0319
C -1.238458 0.560164 0.430047 0.1 -0.2 -0.3 -0.1744
O -2.123848 1.143444 1.312365 0.6 -0.3 0.2 0.0959
C -3.369283 1.439964 0.933229 -1.3 0.5 -0.3 -0.3107
C -3.747663 1.626973 -0.408886 0.2 0.1 0.3 0.0261
C -5.053896 1.955026 -0.677149 -0.3 0.1 0.3 0.0351
C -5.939274 2.098884 0.393120 1.3 -0.3 0.2 -0.1384
N -7.313464 2.427682 0.154548 -0.4 0.1 0.0 -0.3720
O -8.031097 2.585569 1.119748 -0.2 0.0 0.2 0.0818
O -7.674399 2.525584 -1.000706 -0.1 0.0 -0.2 0.0770
C -5.461035 1.927134 1.689675 -0.7 0.2 -0.4 -0.0434
N -4.213815 1.607700 1.946299 1.0 -0.3 0.0 0.1686
H -4.291863 -2.374967 -0.540997 0.1 0.0 -0.1 0.0998
H -2.649042 -3.062045 -0.520404 0.0 0.0 0.0 0.1008
H -3.199405 -2.089999 -1.917650 0.0 0.0 0.0 0.1001
H -0.864798 -2.056255 -1.686901 -0.1 -0.1 -0.1 0.1154
H 1.209533 -1.794553 -2.932831 0.1 0.0 -0.1 0.1301
H 2.378099 -1.827381 0.728136 -0.1 0.0 0.0 0.1240
H 3.716323 -1.166544 2.675001 0.0 0.0 0.1 0.1152
H 6.677307 -0.733471 3.053879 0.1 0.0 0.1 0.0868
H 5.455213 0.436963 3.539728 0.0 0.0 0.1 0.0792
H 6.783492 0.928588 2.475653 0.1 0.1 0.0 0.0764
H 6.652806 0.536013 0.090336 0.1 0.1 0.0 0.1129
H 5.322902 -0.129179 -1.862628 0.1 0.0 -0.1 0.1187
H 1.988820 0.892241 -0.505805 0.1 0.0 0.0 0.1222
H 0.280352 1.955637 0.926212 0.0 0.1 0.1 0.1289
H -3.021018 1.529036 -1.199946 0.0 0.0 -0.1 0.1265
H -5.408301 2.110240 -1.685407 0.0 0.0 0.0 0.1253
H -6.117037 2.047494 2.540955 -0.1 0.0 0.0 0.1261
```
Positions in Å, forces in eV/Å.

The calculation puts the gap between HOMO and LUMO at 7.92 eV. The value obtained for the total energy is -1313.655000 Eh. For the LUMO energy, the calculation gives -0.64 eV. The energy above the lowest of the compared OMol25 structures with the same formula, charge and spin is 4.9653 eV. As for the SMILES: COc1cc(/C=C(/C#N)c2ccc(C)cc2)ccc1Oc1ccc([N+](=O)[O-])cn1. Its spin multiplicity is 1. The calculation puts the HOMO energy at -0.315 Ha.

# 2
Density functional theory data (wB97M-V/def2-TZVPD) for a single C22H17N5O3S2 molecule.

```
49
Properties=species:S:1:pos:R:3:forces:R:3:lowdin_charge:R:1
C -1.002775 0.371888 -5.750236 0.3 -0.1 0.3 -0.0597
C 0.161867 0.660473 -4.808728 -0.2 0.3 -0.3 -0.2310
O 0.537339 -0.476603 -4.044295 0.1 -0.3 0.0 -0.0421
C -0.063615 -0.728228 -2.869290 -0.2 -0.1 0.3 -0.2729
C 0.558803 -1.716981 -2.081416 0.0 0.0 -0.2 -0.0014
C 0.122050 -2.017007 -0.816276 -0.2 0.1 0.0 -0.0079
C -0.989239 -1.345421 -0.310436 -0.1 0.6 -0.9 -0.3231
N -1.521383 -1.490575 0.935944 -0.2 -0.5 0.9 0.1439
C -2.565713 -0.778079 1.105501 0.1 0.3 -1.0 -0.6230
N -3.279975 -0.696728 2.281305 -0.9 -0.2 0.1 0.0846
C -2.786208 -0.381528 3.520353 0.3 0.1 -0.1 -0.5460
O -3.462162 -0.489600 4.510533 -0.1 0.0 0.3 0.0914
C -1.382787 0.195317 3.529406 0.0 0.3 0.0 -0.3183
S -1.436606 1.784391 2.630064 -0.1 0.2 0.2 1.0280
C -0.264513 1.501175 1.356482 0.0 -0.1 0.1 -0.6272
N 0.654930 0.614523 1.516137 0.0 0.0 0.2 0.1078
C 1.580400 0.423518 0.538476 -0.2 0.6 -0.6 -0.1503
C 2.603227 -0.566344 0.874200 0.4 -0.4 0.1 -0.1518
C 3.347287 -1.242746 -0.092607 -0.1 0.1 0.1 -0.0294
C 4.296038 -2.173942 0.285000 0.1 -0.1 0.0 -0.0625
C 4.520489 -2.444632 1.625147 0.0 0.0 0.0 -0.0744
C 3.782530 -1.782103 2.593150 0.1 0.0 0.0 -0.0711
C 2.829166 -0.855231 2.222908 0.0 0.1 -0.1 -0.0162
C 1.525538 1.152611 -0.636730 -0.4 0.0 0.7 -0.0724
C 2.468212 1.080795 -1.680375 0.3 0.1 -0.3 -0.1965
N 3.210649 1.099210 -2.555108 0.2 -0.1 -0.3 0.2122
C 0.449602 2.104660 -0.865986 -0.2 0.0 0.2 -0.4194
O 0.226154 2.730534 -1.876579 0.1 0.2 -0.1 0.0853
N -0.393234 2.256475 0.246542 0.1 0.1 0.1 0.1536
S -3.056878 0.209054 -0.301054 0.4 -0.4 0.4 1.0784
C -1.664107 -0.421990 -1.136415 0.0 -0.3 0.4 -0.4616
C -1.209749 -0.092235 -2.400031 0.1 0.0 -0.4 -0.0303
H -1.901889 0.103030 -5.200969 -0.1 0.0 0.0 0.0656
H -1.208910 1.253478 -6.350460 0.0 0.1 -0.1 0.0783
H -0.747219 -0.453108 -6.410641 0.0 -0.1 -0.1 0.0786
H 1.056920 0.898257 -5.389378 -0.1 0.0 0.1 0.1277
H -0.052300 1.507073 -4.147520 0.1 -0.1 0.0 0.1068
H 1.415004 -2.216582 -2.505058 0.1 0.0 0.0 0.1244
H 0.623059 -2.748324 -0.203487 0.1 -0.1 0.1 0.1246
H -4.270915 -0.904579 2.249159 0.2 0.0 0.1 0.1599
H -0.658988 -0.433227 3.011564 0.0 0.0 0.1 0.0672
H -1.079551 0.388306 4.556742 -0.1 -0.1 -0.1 0.0911
H 3.172398 -1.056659 -1.138782 0.0 0.0 -0.1 0.0859
H 4.862753 -2.692324 -0.473594 0.0 0.0 -0.1 0.1079
H 5.265477 -3.170939 1.913765 0.1 -0.1 0.0 0.1044
H 3.951732 -1.989534 3.639247 0.0 0.0 0.1 0.1047
H 2.254910 -0.331652 2.970793 0.0 0.0 0.1 0.1074
H -1.152743 2.922788 0.158038 0.1 -0.2 -0.1 0.1546
H -1.731318 0.650668 -2.979219 0.0 0.1 -0.1 0.1141
```
Positions in Å, forces in eV/Å.

The calculation puts the gap between HOMO and LUMO at 7.66 eV. The value obtained for the total energy is -2144.498104 Eh. For the LUMO energy, the calculation gives -0.74 eV. The energy above the lowest of the compared OMol25 structures with the same formula, charge and spin is 0.0000 eV. As for the SMILES: CCOc1ccc2nc(NC(=O)CSc3nc(-c4ccccc4)c(C#N)c(=O)[nH]3)sc2c1. Its spin multiplicity is 1. The calculation puts the HOMO energy at -0.309 Ha.

# 3
Density functional theory data (wB97M-V/def2-TZVPD) for a molecular structure, C22H17N8OS5W.

```
54
Properties=species:S:1:pos:R:3:forces:R:3:lowdin_charge:R:1
W 0.689253 -0.339746 0.146035 1.0 -0.3 0.0 1.0623
N 4.831824 -1.381710 1.777899 -0.1 0.0 -0.1 0.1513
C 3.550501 -1.092680 1.580097 0.3 -0.1 0.0 -0.7330
S 2.741707 -1.891538 0.233609 -0.2 0.2 0.2 0.7464
N 2.943452 -0.281524 2.402439 -0.3 0.1 -0.2 0.0276
N 1.605972 -0.148814 2.112962 0.1 -0.2 0.0 -0.2147
C 0.877921 0.266579 3.082174 -0.2 0.1 0.1 -0.0431
C -0.527809 0.515742 2.823657 0.2 0.0 0.0 -0.2558
C -1.398034 0.872330 3.828699 -0.1 0.1 0.1 0.0486
C -2.739289 1.068995 3.520032 0.0 0.0 0.1 0.0326
C -3.148301 0.908275 2.208326 0.0 0.0 0.0 0.0211
C -2.218997 0.554017 1.245450 0.0 0.0 0.0 -0.0807
N -0.922347 0.359911 1.533789 0.0 -0.1 0.0 -0.0906
H 5.331719 -2.010938 1.171752 0.0 0.0 0.0 0.1191
H 5.292419 -1.059098 2.616898 0.0 0.0 0.0 0.1400
H 1.325129 0.431725 4.055996 0.0 0.0 0.0 0.1632
H -1.029446 0.986738 4.840033 0.0 0.0 0.0 0.1446
H -3.446803 1.340062 4.293173 0.0 0.0 0.0 0.1431
H -4.178891 1.055592 1.916145 0.0 0.0 0.0 0.1380
H -2.527123 0.431393 0.219117 0.0 0.0 0.0 0.1014
C -3.469356 -1.090569 -3.905741 0.0 0.0 0.0 -0.0113
C -2.766230 0.041435 -4.300794 0.0 0.0 0.0 -0.0179
C -1.835870 0.613348 -3.452598 0.1 0.1 0.0 0.0029
C -1.599047 0.031512 -2.209507 0.2 0.1 0.1 -0.3037
C -2.283223 -1.116301 -1.816645 0.0 -0.1 0.1 -0.1057
C -3.228947 -1.666286 -2.662537 0.0 0.0 0.0 -0.0316
N -0.644328 0.656274 -1.306271 -0.4 -0.1 -0.4 -0.1068
N -0.630249 1.898860 -1.418853 0.1 0.2 0.2 0.1471
C 0.258405 2.589796 -0.585927 -0.2 -0.1 -0.1 -0.2951
C 0.330300 3.955879 -0.725606 0.0 0.2 0.0 0.0665
C 1.219423 4.657041 0.084352 -0.1 0.0 -0.1 0.0307
C 1.988419 3.949261 0.988848 0.0 -0.1 0.1 0.0253
C 1.853193 2.568081 1.073655 0.1 0.1 0.0 -0.0653
N 0.986619 1.896152 0.309529 -0.2 -0.3 -0.1 -0.0352
H -4.202903 -1.529585 -4.569443 0.0 0.0 0.0 0.1312
H -2.941708 0.479312 -5.273872 0.0 0.0 0.0 0.1304
H -1.278133 1.486967 -3.758620 0.0 0.0 0.0 0.1222
H -2.105666 -1.560679 -0.845073 0.0 0.0 0.0 0.0661
H -3.784412 -2.541915 -2.353452 0.0 0.0 0.0 0.1261
H -0.301095 4.440934 -1.457915 0.0 0.0 0.0 0.1441
H 1.309129 5.732523 0.000950 0.0 0.0 0.0 0.1426
H 2.698961 4.447555 1.634449 0.0 0.0 0.0 0.1382
H 2.469765 1.998159 1.753156 0.0 0.0 0.0 0.1111
O 0.191009 -7.163331 -1.136894 -0.1 0.0 -0.1 0.1035
C 0.176686 -6.005683 -0.961876 0.3 -0.1 0.1 -0.8594
S -0.300386 -5.245946 0.617878 0.0 -0.1 -0.1 1.1108
C -0.001042 -3.642086 0.122295 0.0 -0.1 -0.1 -1.0984
C 0.489152 -3.431084 -1.227149 -0.1 -0.2 0.0 -1.0943
S 0.679350 -1.905468 -1.830094 -0.1 0.3 0.2 0.8029
S 0.745539 -4.804761 -2.204369 -0.1 -0.1 0.0 1.1127
S -0.321809 -2.362407 1.105877 -0.2 0.3 0.1 0.8038
N 3.091676 0.746490 -1.799484 0.1 -0.1 0.0 0.2667
C 2.296219 0.316748 -1.085024 0.0 0.1 -0.1 -0.3316
H 3.857676 0.974473 -2.411534 0.0 0.1 0.0 0.1498
```
Positions in Å, forces in eV/Å.

Its charge is +3. The calculation puts the gap between HOMO and LUMO (spin up / spin down) at 5.81 / 5.82 eV. The value obtained for the total energy is -3418.955487 Eh. For the LUMO energy (spin up / spin down), the calculation gives -11.16 / -11.16 eV. The energy above the lowest of the compared OMol25 structures with the same formula, charge and spin is 0.0000 eV. Its spin multiplicity is 1. The calculation puts the HOMO energy (spin up / spin down) at -0.624 / -0.624 Ha.

# 4
Density functional theory data (wB97M-V/def2-TZVPD) for a molecular structure, C22H18Br2F5N2O5STi.

```
56
Properties=species:S:1:pos:R:3:forces:R:3:mulliken_spin:R:1
Ti -0.136112 0.568590 -0.692678 0.3 0.0 -0.2 1.0059
C -1.947113 0.306691 2.289087 0.0 0.0 0.0 0.0000
C -0.944034 1.418108 2.306821 0.1 -0.1 -0.2 0.0246
C -0.841755 2.283944 3.413107 0.0 0.1 0.2 -0.0048
C 0.080401 3.289978 3.428905 -0.1 -0.1 0.0 0.0130
C 0.954012 3.454617 2.333817 0.0 -0.1 -0.1 -0.0010
C 1.972877 4.429750 2.211467 0.1 0.1 0.0 0.0016
Br 2.258381 5.682695 3.601276 0.0 0.0 0.0 0.0001
C 2.764157 4.480688 1.100659 0.0 0.0 0.1 -0.0027
C 2.588093 3.560134 0.050665 0.0 -0.1 -0.2 -0.0023
Br 3.702423 3.647381 -1.462916 0.0 0.0 0.1 0.0001
C 1.616310 2.591375 0.110254 0.1 0.1 0.0 -0.0215
O 1.391545 1.679978 -0.831107 -0.3 -0.1 0.0 0.0053
C 0.795366 2.554483 1.267949 0.0 0.0 0.0 0.0139
N -0.151482 1.567234 1.261145 -0.1 0.0 0.2 -0.0106
H -2.018092 -0.156609 3.272605 0.0 0.0 0.0 0.0011
H -1.668819 -0.460195 1.565989 0.0 0.0 0.0 -0.0051
H -2.929362 0.693467 2.018504 0.0 0.0 0.0 0.0014
H -1.508070 2.136017 4.251974 0.0 0.0 0.0 0.0002
H 0.156713 3.956180 4.277488 0.0 0.0 0.0 0.0007
H 3.538729 5.229350 1.016684 0.0 0.0 0.0 -0.0002
C 2.774551 -6.571093 4.894356 0.0 0.0 0.0 0.0000
C 2.164823 -6.481071 3.522476 0.0 0.0 0.0 0.0000
C 2.737439 -7.148360 2.441173 0.0 0.0 0.0 0.0000
C 2.164744 -7.090005 1.183068 0.0 0.0 0.0 0.0000
C 1.002507 -6.353790 1.006650 -0.1 0.0 0.0 0.0000
C 0.409989 -5.681888 2.064729 0.0 0.0 0.0 0.0000
C 1.000010 -5.747078 3.317158 0.0 0.0 0.0 0.0000
S 0.258387 -6.284250 -0.590769 0.2 0.0 0.0 0.0000
O -1.020307 -5.651969 -0.425010 -0.1 0.0 0.0 0.0000
O 0.365861 -7.557391 -1.238442 0.0 0.0 0.0 0.0000
N 1.292245 -5.303166 -1.416086 -0.1 0.0 0.0 0.0000
C 1.233544 -3.867806 -1.185745 0.0 0.1 0.0 -0.0007
C 0.095992 -3.150678 -1.923718 0.1 -0.1 0.1 0.0013
C 0.017356 -1.719210 -1.507303 -0.1 0.2 -0.1 0.0051
O -0.017895 -0.773681 -2.336589 0.0 0.0 0.1 -0.0057
O -0.014243 -1.412726 -0.253806 -0.1 0.0 0.1 0.0044
H 3.808173 -6.909979 4.846517 0.0 0.0 0.0 0.0000
H 2.218902 -7.277894 5.513587 0.0 0.0 0.0 0.0000
H 2.750160 -5.604646 5.397522 0.0 0.0 0.0 0.0000
H 3.643964 -7.722154 2.589560 0.0 0.0 0.0 0.0000
H 2.602984 -7.611471 0.342519 0.0 0.0 0.0 0.0000
H -0.502751 -5.126551 1.898701 0.0 0.0 0.0 0.0000
H 0.546210 -5.223313 4.149860 0.0 0.0 0.0 0.0000
H 1.402316 -5.624193 -2.369041 0.0 0.0 0.0 0.0000
H 2.197059 -3.446549 -1.477476 0.0 0.0 0.0 0.0007
H 1.126657 -3.704172 -0.112381 0.0 0.0 0.0 0.0002
H -0.843846 -3.634280 -1.649103 0.0 0.0 0.0 0.0005
H 0.223573 -3.190386 -3.004108 0.0 0.0 0.0 0.0011
F -2.870161 0.482336 -1.961442 0.0 0.0 0.0 -0.0007
C -2.119806 1.391981 -1.249356 0.2 -0.1 0.1 -0.0143
F -2.922529 1.771638 -0.178968 0.0 0.0 0.0 -0.0008
C -1.987827 2.641070 -2.111880 0.1 0.0 0.0 -0.0127
F -3.140252 3.183801 -2.504575 -0.1 0.0 0.0 -0.0006
F -1.308397 3.576077 -1.413227 0.0 0.0 0.0 0.0016
F -1.266700 2.355842 -3.207010 0.0 0.0 0.0 0.0010
```
Positions in Å, forces in eV/Å.

Its expectation value of S² is 0.75. The calculation puts the gap between HOMO and LUMO (spin up / spin down) at 7.80 / 7.84 eV. The value obtained for the total energy is -8230.036744 Eh. For the LUMO energy (spin up / spin down), the calculation gives -0.80 / -0.85 eV. The energy above the lowest of the compared OMol25 structures with the same formula, charge and spin is 0.1970 eV. Its spin multiplicity is 2. The calculation puts the HOMO energy (spin up / spin down) at -0.316 / -0.320 Ha.

- Number 2 is which compound?
  C22H17N5O3S2